C2H3ClF2S | ωB97M-V/def2-TZVPD

Structure (XYZ):
```
9
Properties=species:S:1:pos:R:3:mulliken_charge:R:1
F -1.8820 -0.9598 -0.1820 -0.17
C -1.0475 -0.0853 0.3729 0.49
F -0.9441 -0.1788 1.7209 -0.19
Cl -1.5987 1.7152 0.1620 -0.17
C 0.3320 -0.2818 -0.3632 -0.65
S 1.6720 0.6708 0.4506 -0.17
H 0.1886 0.1086 -1.4099 0.37
H 0.5996 -1.3514 -0.2201 0.36
H 2.6800 0.3626 -0.5314 0.15
```

Values from the calculation:
Energy relative to the best compared isomer or geometry (same formula, charge and spin) (eV): 0.357
Structure (SMILES): FC(F)(Cl)CS
HOMO-LUMO gap (eV): 10.14
Lowest unoccupied orbital energy (eV): 0.56
HOMO level (eV): -9.58

=====

C11H16IN4O3PS | ωB97M-V/def2-TZVPD

Structure (XYZ):
```
37
Properties=species:S:1:pos:R:3:mulliken_charge:R:1
C 2.2896 1.8251 -0.5589 -0.81
C 1.6023 0.9226 -1.7256 -0.37
C 1.5633 -0.6493 -1.4034 -0.19
O 0.3124 -1.1453 -0.8455 -0.41
C -0.2678 -0.2470 0.0929 0.22
C -1.4967 0.6210 -0.4492 0.84
C -1.9571 0.3891 -1.9914 -1.09
N -2.9207 -0.7363 -2.1572 -0.32
C -2.2543 -2.0487 -2.4026 -0.54
C -2.2001 1.6186 0.4934 -0.83
I -3.8714 2.8265 -0.2583 0.06
C -1.7948 1.8379 1.9891 0.70
N -2.3819 2.7197 2.9778 -0.58
S -1.4335 2.3559 4.3750 0.18
N -0.2948 1.1735 3.9121 -0.45
C -0.5942 0.9412 2.4952 0.27
C 0.1877 -0.1023 1.5840 0.25
P 1.6026 -1.1579 2.2922 0.89
N 1.7769 -0.9905 3.8651 -0.81
O 3.1315 -0.7673 1.5891 -0.52
O 1.1559 -2.7952 1.9423 -0.52
H 3.3787 2.1153 -0.8230 0.28
H 1.6812 2.8055 -0.5306 0.27
H 2.2501 1.3471 0.4745 0.15
H 2.2999 1.0439 -2.6443 0.46
H 0.6043 1.3798 -2.0327 0.11
H 2.4942 -0.9644 -0.7887 -0.11
H 1.6934 -1.1917 -2.4200 0.37
H -1.0396 0.1572 -2.6468 0.24
H -2.4514 1.3504 -2.3650 0.50
H -3.5132 -0.7803 -1.3160 0.32
H -1.9784 -2.4982 -1.3671 0.16
H -1.2506 -1.9656 -2.9628 0.16
H -2.9175 -2.8264 -2.9244 0.28
H 1.6215 -1.8855 4.3611 0.22
H 3.3173 -1.5533 1.0078 0.31
H 1.6550 -3.1252 1.1616 0.33
```

Values from the calculation:
Structure (SMILES): CCCOc1c(CNC)c(I)c2nsnc2c1P(=N)(O)O
HOMO-LUMO gap (eV): 6.98
Lowest unoccupied orbital energy (eV): -1.64
HOMO level (eV): -8.63

=====

C19H20N2O3S | ωB97M-V/def2-TZVPD

Structure (XYZ):
```
45
Properties=species:S:1:pos:R:3:mulliken_charge:R:1
C 6.2193 1.4537 -0.3032 -1.44
C 5.1494 0.6291 0.3728 0.80
O 5.4219 -0.2135 1.1959 -0.57
C 3.7425 0.9050 -0.0258 0.24
C 3.3558 2.0826 -0.6623 -0.44
C 2.0259 2.2833 -0.9863 -1.22
C 1.0783 1.3212 -0.6935 -0.25
C 1.4553 0.1370 -0.0601 0.55
N 0.4526 -0.7927 0.2259 0.51
C 0.5824 -2.1114 0.5302 0.13
O 1.6356 -2.6986 0.6215 -0.67
C -0.7482 -2.8469 0.7334 0.31
C -1.7913 -2.0659 1.5561 -0.78
C -2.9430 -1.5734 0.6718 -0.98
N -2.4298 -1.0737 -0.5803 -0.03
C -2.5764 0.1794 -1.0748 0.65
O -2.3023 0.4487 -2.2320 -0.64
C -3.0056 1.2453 -0.1393 0.41
C -3.9060 2.2343 -0.4070 -0.72
C -3.9918 3.1975 0.6206 -0.52
C -3.1338 2.9497 1.6425 -0.54
S -2.2120 1.5263 1.3842 0.11
C -1.8484 -2.0883 -1.4469 -0.77
C -1.3270 -3.2695 -0.6271 -1.04
C 2.7869 -0.0624 0.2778 -0.52
H 6.1794 2.4762 0.0677 0.35
H 7.1951 1.0361 -0.0687 0.36
H 6.0711 1.4661 -1.3799 0.40
H 4.0778 2.8495 -0.8927 0.36
H 1.7223 3.1965 -1.4760 0.39
H 0.0455 1.4807 -0.9690 0.38
H -0.4863 -0.4467 0.0816 -0.65
H -0.4729 -3.7617 1.2666 0.53
H -1.3185 -1.2165 2.0530 0.26
H -2.2049 -2.7073 2.3348 0.39
H -3.6272 -2.4015 0.4541 0.44
H -3.5147 -0.7968 1.1796 0.50
H -4.4896 2.2585 -1.3092 0.49
H -4.6573 4.0412 0.5933 0.42
H -2.9759 3.5160 2.5387 0.46
H -2.5968 -2.4347 -2.1705 0.39
H -1.0454 -1.6133 -2.0175 0.45
H -0.5578 -3.7871 -1.2011 0.45
H -2.1347 -3.9815 -0.4464 0.42
H 3.1004 -0.9705 0.7672 0.62
```

Values from the calculation:
Energy relative to the best compared isomer or geometry (same formula, charge and spin) (eV): 0.495
Structure (SMILES): CC(=O)c1cccc(NC(=O)C2CCN(C(=O)c3cccs3)CC2)c1
HOMO-LUMO gap (eV): 9.08
Lowest unoccupied orbital energy (eV): 0.44
HOMO level (eV): -8.64

=====

C5H12N2 | ωB97M-V/def2-TZVPD

Structure (XYZ):
```
19
Properties=species:S:1:pos:R:3:mulliken_charge:R:1
H 1.5999 0.1760 1.7195 0.24
N 1.7861 0.5524 0.7930 -0.80
C 1.0602 0.0661 -0.1212 0.65
C 1.2086 0.5286 -1.5373 -1.25
C -0.1189 -0.7761 0.1177 -0.12
C -0.0626 -1.7886 1.2708 -1.31
C -0.8448 0.8325 0.3212 -0.72
N -1.7530 0.9754 -0.7503 -0.46
H 1.9185 -0.1364 -2.0276 0.38
H 1.6168 1.5348 -1.5689 0.33
H 0.2631 0.4875 -2.0693 0.40
H -0.5910 -1.1870 -0.7678 0.47
H -0.7098 -1.4935 2.0966 0.30
H 0.9541 -1.8695 1.6558 0.38
H -0.3788 -2.7713 0.9319 0.32
H -0.1490 1.6630 0.2721 0.48
H -1.2618 0.8039 1.3373 0.34
H -2.6232 0.4841 -0.6006 0.19
H -1.9142 1.9181 -1.0730 0.20
```

Values from the calculation:
Energy relative to the best compared isomer or geometry (same formula, charge and spin) (eV): 2.180
Structure (SMILES): [H]/N=C(/C)[C@@H](C)CN
HOMO-LUMO gap (eV): 9.47
Lowest unoccupied orbital energy (eV): 0.95
HOMO level (eV): -8.52

=====

C33H44BF4N2P2Si2TeTi | ωB97M-V/def2-TZVPD

Structure (XYZ):
```
90
Properties=species:S:1:pos:R:3:mulliken_spin:R:1
Ti -0.2553 1.4464 0.5503 1.60
C 1.2743 1.0176 4.4686 0.00
Si 1.9043 0.1429 2.9397 0.05
C 3.3655 1.1341 2.3291 0.01
C 2.5608 -1.5138 3.5405 0.00
N 0.7968 -0.0016 1.6248 -0.01
P -0.5637 -0.9288 1.5862 0.01
C -1.7434 -0.1805 0.6399 0.04
P -1.5237 -0.1482 -1.0695 0.03
N -1.2030 1.4103 -1.3758 0.12
Si -0.7886 2.1447 -2.8728 0.03
C 0.9897 1.8542 -3.3933 0.02
C -1.8939 1.5208 -4.2650 0.00
C -1.0253 3.9889 -2.7141 0.00
C -3.1324 -0.7566 -1.7081 0.01
C -3.4114 -2.1160 -1.8325 0.01
C -4.7181 -2.5553 -2.0113 0.00
C -5.7613 -1.6413 -2.0428 0.00
C -5.4946 -0.2873 -1.8862 0.00
C -4.1901 0.1488 -1.7126 0.00
C -0.2835 -1.1327 -2.0264 -0.17
C 1.0535 -1.1279 -1.6228 0.00
C 2.0353 -1.7319 -2.3925 -0.02
C 1.7055 -2.3421 -3.5937 0.00
C 0.3892 -2.3296 -4.0256 0.00
C -0.5959 -1.7274 -3.2498 -0.01
C -1.2728 -1.0313 3.2789 -0.03
C -1.2456 -2.1877 4.0483 0.00
C -1.7933 -2.2060 5.3295 0.00
C -2.3713 -1.0614 5.8502 0.00
C -2.4053 0.1024 5.0874 0.02
C -1.8610 0.1177 3.8145 0.03
C -0.1527 -2.6588 1.1758 0.02
C -1.2049 -3.5557 0.9931 0.00
C -0.9549 -4.8632 0.5998 0.00
C 0.3500 -5.2779 0.3618 0.00
C 1.3949 -4.3774 0.4923 0.00
C 1.1417 -3.0687 0.8951 0.00
H 2.1358 1.4271 5.0087 0.00
H 0.7309 0.3480 5.1416 0.00
H 0.6155 1.8486 4.2086 0.00
H 4.0928 1.2664 3.1392 0.00
H 3.0451 2.1273 1.9989 0.00
H 3.8745 0.6396 1.4949 0.00
H 3.0369 -1.3850 4.5190 0.00
H 3.3078 -1.9258 2.8538 0.00
H 1.7625 -2.2548 3.6511 0.00
H 1.0948 0.9703 -4.0305 0.00
H 1.6203 1.7088 -2.5123 0.00
H 1.3751 2.7245 -3.9350 0.00
H -1.5297 0.5615 -4.6485 0.00
H -1.9157 2.2300 -5.0998 0.00
H -2.9203 1.3717 -3.9149 0.00
H -1.9398 4.2222 -2.1614 0.00
H -1.0894 4.4537 -3.7049 0.00
H -0.1850 4.4427 -2.1804 0.00
H -2.6074 -2.8403 -1.7623 0.00
H -4.9230 -3.6148 -2.1083 0.00
H -6.7816 -1.9837 -2.1679 0.00
H -6.3101 0.4253 -1.8767 0.00
H -3.9705 1.1999 -1.5621 0.00
H 1.3252 -0.6389 -0.6953 0.20
H 3.0653 -1.7164 -2.0566 0.00
H 2.4704 -2.8190 -4.1946 0.00
H 0.1240 -2.7818 -4.9739 0.00
H -1.6126 -1.7003 -3.6163 0.00
H -0.7897 -3.0863 3.6476 0.00
H -1.7655 -3.1162 5.9169 0.00
H -2.7986 -1.0732 6.8462 0.00
H -2.8544 1.0014 5.4932 0.00
H -1.8903 1.0187 3.2173 -0.02
H -2.2216 -3.2103 1.1522 0.00
H -1.7756 -5.5590 0.4720 0.00
H 0.5505 -6.3014 0.0675 0.00
H 2.4096 -4.6911 0.2784 0.00
H 1.9490 -2.3534 0.9861 0.00
F -1.1696 3.6173 0.6386 0.01
B 0.1888 3.8384 0.9357 0.03
F 0.4461 3.0590 2.1017 0.02
F 0.5326 5.1510 1.0557 0.00
F 0.9553 3.1743 -0.1052 -0.08
C 5.1707 5.3058 -2.0192 0.00
Te 3.3388 4.7056 -1.0944 0.00
C 3.9982 2.6889 -0.9359 0.00
H 6.0019 5.2438 -1.3188 0.00
H 5.0650 6.3371 -2.3577 0.00
H 5.3650 4.6696 -2.8823 0.00
H 4.3388 2.3454 -1.9120 0.00
H 3.1493 2.0913 -0.6070 0.03
H 4.7986 2.6168 -0.2020 0.00
```

Values from the calculation:
Energy relative to the best compared isomer or geometry (same formula, charge and spin) (eV): 1.595
HOMO-LUMO gap (spin up / spin down) (eV): 4.99 / 7.03
Multiplicity: 3
Lowest unoccupied orbital energy (spin up / spin down) (eV): 2.20 / 2.20
Net charge: -1
HOMO level (spin up / spin down) (eV): -2.79 / -4.83

=====

C3H12N3O | ωB97M-V/def2-TZVPD

Structure (XYZ):
```
19
Properties=species:S:1:pos:R:3:mulliken_charge:R:1
C -3.0636 -0.3721 1.7001 -0.57
O -1.6356 -0.2216 1.5955 -0.49
H -1.2394 -0.3579 2.4607 0.29
H -3.4160 -0.0963 2.6850 0.26
H -3.2947 -1.4296 1.4862 0.27
H -3.4996 0.0054 0.7762 0.24
C 1.2682 0.2962 -2.6322 -0.90
C 1.2454 0.2020 -0.1192 0.72
N 1.1929 -1.1367 -0.0007 -0.46
N 1.4211 0.8181 -1.2818 -0.22
N 1.2999 0.9312 0.9942 -0.32
H 1.1631 -1.6088 -0.8822 0.23
H 0.4724 -1.5174 0.6038 0.30
H 1.1762 1.7913 -1.2529 0.24
H 1.4724 1.9187 1.0358 0.21
H 1.3919 0.3577 1.8170 0.25
H 0.3216 0.5708 -3.0770 0.29
H 1.5916 -0.7514 -2.6715 0.38
H 2.1322 0.6002 -3.2371 0.30
```

Values from the calculation:
Energy relative to the best compared isomer or geometry (same formula, charge and spin) (eV): 1.826
HOMO-LUMO gap (eV): 10.64
Lowest unoccupied orbital energy (eV): -2.94
Net charge: +1
HOMO level (eV): -13.58

=====

C38H41BCl2N2O3PW | ωB97M-V/def2-TZVPD

Structure (XYZ):
```
89
Properties=species:S:1:pos:R:3:mulliken_spin:R:1
W -0.5469 0.0775 0.0475 1.86
C 3.7026 -1.8539 5.0346 0.00
C 3.1363 -2.5971 4.0119 0.00
C 2.4227 -1.9661 3.0085 0.01
C 2.2401 -0.5871 3.0342 0.03
C 2.8386 0.1607 4.0455 0.00
C 3.5603 -0.4764 5.0404 0.00
P 1.3815 0.2240 1.6228 0.17
C 1.0127 1.9067 2.2502 -0.01
C 0.5005 2.1474 3.5231 0.04
C 0.1026 3.4251 3.8794 0.00
C 0.2053 4.4671 2.9734 0.00
C 0.7090 4.2317 1.7027 0.00
C 1.0964 2.9559 1.3355 0.00
C 2.7890 0.5602 0.5249 -0.05
C 4.0188 0.9940 0.9562 0.00
C 5.0353 1.2328 0.0212 0.00
C 4.8185 1.0021 -1.3111 0.00
C 3.5654 0.5551 -1.7800 -0.01
C 3.3094 0.2991 -3.1434 0.03
C 2.0711 -0.1255 -3.5353 -0.02
C 1.0270 -0.2587 -2.6017 0.03
C 1.2064 -0.0203 -1.2555 -0.04
C 2.5134 0.3545 -0.8474 0.06
H 4.2593 -2.3444 5.8186 0.00
H 3.2594 -3.6707 3.9979 0.00
H 1.9889 -2.5415 2.2039 0.01
H 2.7507 1.2373 4.0656 0.00
H 4.0178 0.1112 5.8215 0.00
H 0.4134 1.3339 4.2291 0.00
H -0.2967 3.6026 4.8661 0.00
H -0.1038 5.4612 3.2616 0.00
H 0.7994 5.0475 1.0007 0.00
H 1.4840 2.7690 0.3384 0.00
H 4.2056 1.1633 2.0062 0.00
H 5.9917 1.5912 0.3669 0.00
H 5.6022 1.1632 -2.0371 0.00
H 4.0997 0.4529 -3.8622 0.00
H 1.8730 -0.3527 -4.5729 0.00
H 0.0582 -0.5601 -2.9971 0.00
Cl -1.9735 1.8731 1.8033 0.02
C -3.5738 1.2296 1.4228 0.00
Cl -3.4072 0.3517 -0.0892 0.02
H -4.2812 2.0502 1.3038 0.00
H -3.8571 0.5212 2.2013 0.00
N -1.2636 -5.9522 -4.2582 0.03
C -1.2053 -5.0555 -3.5433 -0.01
C -1.1126 -3.9556 -2.6728 0.04
C -0.1008 -3.8879 -1.6972 -0.04
C -0.0242 -2.7937 -0.8787 0.06
N -0.8752 -1.7322 -0.9483 0.01
C -1.8504 -1.8110 -1.8964 0.09
C -2.0065 -2.8723 -2.7471 -0.02
H 0.5950 -4.7074 -1.5978 0.00
H 0.7277 -2.7207 -0.1033 0.00
H -2.5173 -0.9600 -1.9912 0.00
H -2.8095 -2.8714 -3.4672 0.00
C -3.4761 -3.7853 1.9512 0.00
C -2.5993 -2.7930 2.7199 0.00
C -3.2795 -2.4632 4.0516 0.00
O -2.5324 -1.5779 1.9467 0.00
B -1.2384 -1.2913 1.5818 -0.45
O -0.3869 -2.2278 2.1077 0.01
C -1.0911 -3.2398 2.8445 0.01
C -0.5425 -3.2448 4.2727 0.00
C -0.7692 -4.5885 2.1945 0.01
H -4.4916 -3.3992 1.8903 0.00
H -3.5003 -4.7390 2.4689 0.00
H -3.1170 -3.9397 0.9357 0.00
H -4.3035 -2.1486 3.8594 0.00
H -2.7670 -1.6534 4.5645 0.00
H -3.3077 -3.3367 4.6958 0.00
H -0.6102 -2.2593 4.7238 0.00
H 0.5093 -3.5189 4.2443 0.00
H -1.0735 -3.9628 4.8898 0.00
H -1.0908 -4.6141 1.1573 0.00
H -1.2334 -5.4047 2.7396 0.00
H 0.3084 -4.7369 2.2149 0.00
C -2.3866 2.7306 -2.4282 0.00
C -1.0823 2.7973 -1.6215 0.01
C 0.1226 3.0051 -2.5475 0.01
O -0.9419 1.6389 -0.8853 0.07
H -2.4504 3.5607 -3.1236 0.00
H -3.2460 2.7652 -1.7619 0.00
H -2.4188 1.7980 -2.9919 0.00
H -1.1387 3.6500 -0.9142 0.00
H 0.1706 2.2045 -3.2818 0.00
H 1.0516 2.9935 -1.9811 0.00
H 0.0413 3.9603 -3.0561 0.00
```

Values from the calculation:
Energy relative to the best compared isomer or geometry (same formula, charge and spin) (eV): 3.248
HOMO-LUMO gap (spin up / spin down) (eV): 6.37 / 6.47
Multiplicity: 3
Lowest unoccupied orbital energy (spin up / spin down) (eV): -3.53 / -4.02
Net charge: +1
HOMO level (spin up / spin down) (eV): -9.90 / -10.49

=====

H18O9 | ωB97M-V/def2-TZVPD

Structure (XYZ):
```
27
Properties=species:S:1:pos:R:3:mulliken_charge:R:1
O -2.2961 -1.4460 1.1182 -0.69
H -2.1086 -1.1420 2.0162 0.30
H -3.1948 -1.7953 1.1640 0.30
O 2.6847 0.5019 0.9152 -0.58
H 2.6303 0.7684 1.8368 0.28
H 1.8430 0.0280 0.7369 0.37
O 2.0269 2.8873 -0.8341 -0.65
H 2.6827 2.3821 -0.3341 0.35
H 1.1930 2.4743 -0.5962 0.30
O 2.8308 -2.7564 0.9226 -0.61
H 3.7426 -2.9838 0.7132 0.31
H 2.5391 -2.2112 0.1830 0.30
O 0.1603 -1.6044 -3.5680 -0.64
H -0.0637 -0.8970 -2.9436 0.37
H 1.0581 -1.8629 -3.3372 0.33
O -3.6083 1.2410 -0.1630 -0.61
H -3.1642 0.3906 -0.0342 0.33
H -4.2587 1.0740 -0.8546 0.32
O -0.9913 0.5588 -1.9742 -0.69
H -0.8258 1.5113 -1.9551 0.28
H -1.8139 0.4652 -2.4702 0.29
O 0.1756 -0.5088 0.3242 -0.62
H -0.2165 -0.1148 -0.4789 0.37
H -0.5518 -1.0259 0.7084 0.31
O -0.3669 1.6186 2.7671 -0.58
H -0.4952 0.6670 2.7943 0.27
H 0.3887 1.7799 3.3432 0.30
```

Values from the calculation:
Energy relative to the best compared isomer or geometry (same formula, charge and spin) (eV): 2.325
Structure (SMILES): O.O.O.O.O.O.O.O.O
HOMO-LUMO gap (eV): 10.65
Lowest unoccupied orbital energy (eV): -0.21
HOMO level (eV): -10.86